Entry 1:
The following is a DFT calculation (ωB97M-V with the def2-TZVPD basis set) of a cluster of 6 separate species, C31H43N5O3P2 in total.

Each line ends with the Mulliken charge.
CARTESIAN COORDINATES (ANGSTROEM)
C  -1.913986  -2.204371  -1.460563  -1.2558
C  -0.944088  -1.046007  -1.588973  0.2086
O  0.072754  -1.062084  -0.565445  -0.2402
P  1.319638  -2.044556  -0.663545  0.5063
O  1.012672  -3.462089  -0.906368  -0.8042
C  2.184370  -1.669414  0.856060  -0.4264
C  1.574138  -2.380158  2.068977  -1.1881
P  0.663558  -1.191840  3.267035  0.1108
O  2.129488  -1.347916  -1.866255  -0.1117
C  3.510134  -1.618832  -2.132312  -0.2069
C  3.782593  -3.067345  -2.491007  -1.1642
H  -1.503805  -3.126069  -1.868541  0.3487
H  -2.145060  -2.375036  -0.408561  0.2591
H  -2.841356  -1.956378  -1.978586  0.4053
H  -0.455402  -1.032652  -2.565983  0.2250
H  -1.461612  -0.096801  -1.461007  -0.0101
H  2.152624  -0.579261  0.984553  0.4462
H  3.239359  -1.921840  0.740287  0.2058
H  2.353038  -2.881016  2.649032  0.4886
H  0.858787  -3.148440  1.759124  0.5930
H  0.824249  -2.124326  4.323221  -0.0409
H  -0.542336  -1.284185  2.524957  -0.0371
H  1.631367  -0.176436  2.987052  0.0066
H  0.003504  -0.267961  4.199137  0.0979
H  3.772591  -0.960536  -2.959699  0.3860
H  4.105657  -1.304193  -1.270664  0.1571
H  3.771266  -3.716284  -1.615494  0.2669
H  4.760226  -3.142365  -2.969769  0.4366
H  3.020234  -3.431579  -3.179280  0.2931
C  -3.807845  4.015314  -2.964278  -0.1405
C  -4.751067  3.066698  -3.326199  -0.4624
C  -4.776360  1.860964  -2.639475  -0.2693
N  -3.942263  1.565325  -1.645586  -0.4911
C  -3.044906  2.486878  -1.305196  -0.1980
C  -2.934951  3.720730  -1.929779  -0.5316
H  -3.752739  4.965494  -3.480285  0.4233
H  -5.453642  3.251372  -4.128171  0.4685
H  -5.503830  1.098677  -2.896533  0.3999
H  -2.375313  2.222821  -0.493514  0.4303
H  -2.179331  4.425916  -1.611781  0.3783
C  6.552928  0.642964  4.593402  -0.1590
C  6.729236  0.259800  3.273608  -0.7295
C  5.662739  -0.325368  2.607373  0.0352
N  4.474212  -0.540344  3.165958  -0.0547
C  4.318026  -0.165060  4.433189  -0.0080
C  5.320495  0.426043  5.187773  -0.7418
H  7.360603  1.103245  5.147734  0.3789
H  7.672061  0.409654  2.765510  0.3704
H  5.769020  -0.635767  1.573049  0.2851
H  3.340841  -0.346886  4.868389  0.2606
H  5.132773  0.709767  6.214272  0.3657
C  3.228624  2.065079  -6.007962  -0.4251
C  3.541294  3.321672  -5.515435  -0.3273
C  3.329031  3.575045  -4.167832  -0.2264
N  2.839243  2.677490  -3.316192  -0.5166
C  2.541166  1.472963  -3.801852  -0.3662
C  2.718078  1.120441  -5.132705  -0.3912
H  3.379000  1.827420  -7.053299  0.3717
H  3.941722  4.093978  -6.158182  0.3614
H  3.564616  4.548596  -3.751465  0.3645
H  2.137133  0.756934  -3.094135  0.7730
H  2.456910  0.125316  -5.468179  0.4094
C  1.804606  -6.470152  5.282600  -0.2511
C  1.797985  -5.724023  6.450310  -0.3451
C  0.903826  -4.668559  6.556031  -0.2396
N  0.046061  -4.333251  5.595452  -0.5293
C  0.061254  -5.059734  4.480139  -0.2144
C  0.917462  -6.131477  4.273976  -0.3477
H  2.489828  -7.299097  5.160250  0.3788
H  2.472822  -5.949260  7.265038  0.3642
H  0.876956  -4.060377  7.453723  0.3712
H  -0.641498  -4.765399  3.707910  0.4452
H  0.887580  -6.678669  3.341671  0.3784
C  -9.092384  6.269916  -1.739559  -0.4264
C  -10.225083  5.601626  -1.304365  -0.3072
C  -10.176266  4.219285  -1.193176  -0.2419
N  -9.098588  3.494416  -1.481988  -0.5098
C  -8.016605  4.149044  -1.898020  -0.0413
C  -7.962747  5.527606  -2.043259  -0.2839
H  -9.089995  7.347837  -1.838614  0.3657
H  -11.131541  6.135886  -1.054027  0.3561
H  -11.046087  3.666817  -0.854968  0.3618
H  -7.147986  3.542207  -2.125620  0.3606
H  -7.051705  6.002153  -2.383109  0.3626

Cartesian forces (eV/Å) of the 3 atoms listed first:
C 0.02 0.00 0.03
C -0.07 -0.01 -0.08
O 0.02 -0.11 0.05

Computed properties:
total energy: -65013.7562 eV
orbital gap: 0.31125 hartree
SMILES: CCOP(=O)(CC[PH4])OCC.c1ccncc1.c1ccncc1.c1ccncc1.c1ccncc1.c1ccncc1
F_max: 0.0038 hartree/bohr
HOMO energy: -7.8 eV
2S+1: 1
total charge: 0



Entry 2:
The following is a DFT calculation (ωB97M-V with the def2-TZVPD basis set) of an isolated molecule of C7H6ClO4PS in a non-equilibrium geometry.

Each line ends with the Mulliken charge.
CARTESIAN COORDINATES (ANGSTROEM)
C  1.300904  1.275894  0.769992  -0.5432
C  1.064022  -0.765516  -0.485999  0.0570
C  2.060304  1.807369  -0.249978  -0.4087
C  1.835500  -0.213716  -1.518388  -0.3957
C  0.734522  0.004711  0.613219  0.0747
C  2.313326  1.066008  -1.414081  0.3462
C  -3.626283  -1.227716  -0.242208  -0.8435
O  -1.446743  0.748490  -0.634298  -0.5633
O  0.182948  -1.574117  2.658300  -0.5731
O  -1.445863  0.186489  2.135599  -0.5828
O  -1.307235  -1.549373  0.577576  -0.3977
P  -2.277620  -0.298848  -0.045617  1.0091
S  -0.436437  -0.755812  1.714240  1.2297
Cl  3.196996  1.819024  -2.625782  -0.1692
H  1.324648  1.805164  1.799274  0.2622
H  0.679893  -1.852312  -0.566124  0.2761
H  2.292315  2.876138  -0.048290  0.3237
H  2.052744  -0.959876  -2.344728  0.3117
H  -4.441184  -0.619288  -0.721452  0.2954
H  -4.056758  -1.772715  0.628746  0.2915

Cartesian forces (eV/Å) of the 3 atoms listed first:
C 1.89 2.46 1.44
C 1.88 -3.06 -5.32
C -2.07 2.06 4.62

Computed properties:
total energy: -48186.3617 eV
orbital gap (alpha / beta): 0.21202 / 0.23083 hartree
F_max: 0.1248 hartree/bohr
HOMO energy (alpha / beta): -5.7 / -9.9 eV
2S+1: 3
total charge: 0



Entry 3:
The following is a DFT calculation (ωB97M-V with the def2-TZVPD basis set) of a structure of composition C40H43GeLaN6O3S2 in a non-equilibrium geometry.

Each line ends with the Mulliken charge.
CARTESIAN COORDINATES (ANGSTROEM)
La  -0.161242  0.667875  0.565738  1.2627
C  2.447863  -3.708230  6.502493  -1.4760
C  1.477752  -2.909494  5.672499  1.0136
C  0.859112  -3.466156  4.558351  -1.0971
C  -0.024438  -2.725804  3.784049  -0.5401
C  -0.289900  -1.413957  4.135807  0.2973
C  0.317320  -0.831319  5.244000  -0.4221
C  1.193551  -1.583738  6.003498  -0.9291
S  -1.411877  -0.417952  3.209266  1.0248
O  -2.665120  -0.392852  3.904295  -0.7658
O  -0.714810  0.863038  3.035100  0.2321
N  -1.486147  -0.983878  1.729382  0.7528
C  -2.350096  -1.988788  1.287369  0.3581
C  -3.097368  -2.838790  2.067329  -0.6845
C  -3.884689  -3.854379  1.483321  -0.9731
C  -3.929108  -4.030332  0.132570  -0.9693
C  -3.195705  -3.156168  -0.703968  0.9598
C  -3.200849  -3.260505  -2.112975  -0.8386
C  -2.500127  -2.366088  -2.865678  -1.4807
C  -1.793276  -1.343569  -2.208127  -0.4662
N  -1.747611  -1.215244  -0.904879  0.5183
C  -2.424784  -2.123024  -0.133448  -0.7831
H  2.421909  -4.764273  6.236577  0.3646
H  2.218229  -3.616939  7.564543  0.3623
H  3.468945  -3.348929  6.358217  0.2911
H  1.070823  -4.494716  4.288889  0.3358
H  -0.490393  -3.166729  2.911283  0.3090
H  0.105996  0.201941  5.493464  0.5722
H  1.670746  -1.135690  6.867784  0.4014
H  -3.089197  -2.715927  3.141896  0.5829
H  -4.459316  -4.505740  2.130078  0.3911
H  -4.524919  -4.817230  -0.312486  0.4194
H  -3.772167  -4.053948  -2.580125  0.4194
H  -2.491454  -2.417151  -3.945912  0.5177
H  -1.267350  -0.586791  -2.782161  0.7882
N  4.178932  -0.437040  1.798998  -0.0507
C  3.920307  0.155726  3.013020  -1.3085
C  2.601683  0.489139  2.989722  -0.3169
N  2.065867  0.111613  1.786560  0.8924
C  3.039886  -0.431390  1.085893  0.2210
C  2.814112  -0.919782  -0.263573  -0.3503
N  1.643904  -0.799956  -0.850719  0.5261
C  1.787743  -1.348646  -2.103999  -0.4465
C  3.056284  -1.802981  -2.267061  -0.9106
N  3.699888  -1.521123  -1.081775  -0.0750
H  5.082829  -0.750208  1.490843  0.1688
H  4.688408  0.312216  3.749043  0.4833
H  2.014703  1.013227  3.724337  0.5470
H  0.973093  -1.380906  -2.805658  0.3992
H  3.551393  -2.284344  -3.091977  0.4174
H  4.659040  -1.739102  -0.875032  0.1634
O  -0.118927  3.006469  0.964859  0.1814
S  -0.362054  3.628620  -0.418186  -0.1484
C  0.156590  5.931964  1.647248  -1.6465
C  1.107703  5.158886  2.290806  0.8343
C  0.799418  4.338886  3.443499  -0.4134
C  1.747656  3.569261  4.073863  -0.3287
C  3.087737  3.531158  3.641216  -0.3950
C  3.417794  4.300609  2.517003  -0.6563
C  2.482506  5.072827  1.858355  -0.7540
C  -2.204359  3.577071  -0.583275  -0.6954
C  -2.872899  3.726238  0.748517  -0.5400
C  -3.262579  4.971707  1.226515  -0.3104
C  -3.846307  5.090275  2.478554  -0.4858
C  -4.037317  3.964311  3.269822  -0.5611
C  -3.641325  2.717216  2.810031  -0.9688
C  -3.066312  2.608374  1.554159  0.5567
H  -0.857080  5.995012  2.030668  0.3800
H  0.424312  6.573172  0.812412  0.3079
H  -0.225891  4.338545  3.802661  0.1834
H  1.455203  2.975370  4.941674  0.4319
H  3.840230  2.956193  4.171821  0.5163
H  4.446416  4.301963  2.160672  0.3669
H  2.786615  5.669785  1.003094  0.3354
H  -2.448037  2.611141  -1.029890  0.1945
H  -2.470024  4.378060  -1.272467  0.6547
H  -3.084302  5.853883  0.623376  0.3506
H  -4.135812  6.067077  2.844226  0.3845
H  -4.487585  4.060598  4.249653  0.4006
H  -3.761489  1.836231  3.426309  0.4712
H  -2.760744  1.620634  1.200766  0.3677
C  0.403569  1.322666  -4.470391  -1.2855
Ge  -0.660287  2.485666  -3.303784  0.9719
C  -2.554325  2.024336  -3.577511  -1.2506
C  -0.473399  4.331590  -3.937707  -1.3438
C  0.007128  2.237338  -1.487934  -1.1342
H  0.172543  1.533054  -5.516727  0.4179
H  0.190770  0.267453  -4.281800  0.3027
H  1.470229  1.490133  -4.308985  0.3617
H  -2.704940  1.740410  -4.622292  0.4375
H  -3.179915  2.894426  -3.372948  0.3927
H  -2.897035  1.203557  -2.945026  0.3174
H  -0.801138  4.419677  -4.975933  0.3720
H  0.561439  4.671647  -3.864876  0.3771
H  -1.088008  4.998750  -3.328247  0.3595
H  1.100705  2.320366  -1.613340  0.5807

Cartesian forces (eV/Å) of the 3 atoms listed first:
La 0.65 0.41 -0.45
C -0.03 0.03 -0.03
C 0.02 -0.03 0.01

Computed properties:
total energy: -136307.4983 eV
orbital gap (alpha / beta): 0.11169 / 0.11172 hartree
F_max: 0.0201 hartree/bohr
HOMO energy (alpha / beta): -3.6 / -3.6 eV
2S+1: 1
relative energy (zero: lowest compared OMol25 entry of this formula, charge and spin): 0.00 kJ/mol
total charge: 0